C5H23N10O8Y | wB97M-V/def2-TZVPD

Summary:
**Energy**: -37874.820 eV
**Lowest unoccupied orbital energy**: -1.68 eV
**HOMO-LUMO gap**: 5.1172 eV
**Largest force on an atom**: 6.7 eV/Å
**Energy above the lowest of the compared OMol25 structures with the same formula, charge and spin**: 379.61 kcal per mole
**E_HOMO**: -6.802 eV

```
47
Properties=species:S:1:pos:R:3:lowdin_charge:R:1
Y 8.612 30.746 -13.914 1.990
O 5.949 30.339 -15.932 -0.513
H 5.031 30.546 -15.672 -0.122
O 8.642 27.320 -13.631 -0.576
H 8.314 26.454 -13.316 -0.141
O 8.145 33.749 -12.621 -0.541
H 8.736 34.348 -13.118 -0.145
C 10.958 28.233 -18.548 -0.805
O 10.250 28.853 -17.739 0.006
N 11.719 27.274 -18.203 0.164
N 11.169 28.526 -19.777 0.164
H 12.317 26.979 -18.962 0.108
H 11.910 27.189 -17.215 0.132
H 11.899 28.006 -20.243 0.108
H 10.670 29.266 -20.250 0.129
C 13.783 30.720 -14.491 -0.748
O 12.582 30.700 -14.201 -0.010
N 14.455 29.672 -14.897 0.157
N 14.603 31.741 -14.349 0.158
H 15.458 29.790 -14.905 0.105
H 14.039 28.754 -14.833 0.124
H 14.181 32.613 -14.063 0.124
H 15.520 31.629 -14.756 0.108
C 10.026 29.709 -8.848 -0.755
O 10.074 30.087 -10.017 -0.006
N 9.509 30.302 -7.823 0.169
N 10.613 28.550 -8.518 0.145
H 8.976 31.155 -7.913 0.126
H 9.790 29.987 -6.905 0.110
H 11.032 28.093 -9.316 0.118
H 10.667 28.294 -7.543 0.100
C 10.113 34.574 -17.366 -0.774
O 9.674 33.657 -16.674 0.011
N 9.988 34.654 -18.645 0.150
N 10.898 35.568 -17.037 0.151
H 9.328 34.007 -19.053 0.132
H 10.216 35.557 -19.034 0.109
H 11.196 35.616 -16.073 0.123
H 11.202 36.158 -17.798 0.107
C 4.899 30.685 -10.046 -0.803
O 5.596 30.221 -10.957 0.005
N 4.998 31.908 -9.640 0.162
N 3.997 30.054 -9.404 0.165
H 5.753 32.436 -10.053 0.125
H 4.205 32.319 -9.168 0.112
H 3.441 30.430 -8.649 0.115
H 3.866 29.066 -9.571 0.127
```